{"formula": "C3H7NOSi", "method": "wB97M-V/def2-TZVPD", "elements": ["C", "C", "C", "N", "O", "Si", "H", "H", "H", "H", "H", "H", "H"], "positions_angstrom": [[-0.903563, -1.296299, 0.190424], [-1.763217, 1.008269, -0.138758], [-1.449955, -0.183698, 0.717860], [-0.503636, -2.237516, -0.400619], [2.006593, -0.926594, 0.138765], [2.723934, 0.380831, -0.040996], [-2.728665, 1.599659, 0.075942], [-0.971930, 1.672743, 0.032824], [-1.788014, 0.537851, -1.215918], [-1.414844, -0.087608, 1.764716], [2.849375, 0.756526, -1.372337], [0.420770, -2.435850, -0.691234], [3.523153, 1.211692, 0.939325]], "forces_ev_per_angstrom": [[-1.1, 3.7, 1.3], [-2.0, -1.5, -1.8], [0.5, -1.8, -0.8], [-1.0, -2.5, -0.9], [-0.3, -0.8, 0.7], [0.8, 0.1, 1.2], [1.2, -1.3, -0.3], [1.2, 1.4, -0.5], [0.0, 1.7, 1.7], [-0.1, 0.0, 1.2], [0.3, 1.1, -1.7], [1.1, 0.3, 0.1], [-0.6, -0.4, -0.3]], "relative_energy_kcal_mol": 65.6, "multiplicity": 1, "e_tot_ha": -537.89279, "mol_weight_da": 101.181, "lumo_ev": -0.7, "homo_lumo_gap_ha": 0.25840}